Record 1
9
Properties=species:S:1:pos:R:3:forces:R:3 method="wB97M-V/def2-TZVPD" e_above_lowest_kcal_mol=114.3 total_charge=0 lumo_energy_ev=0.0438
N -0.13906 -2.08304 0.26641 -2.332 -2.585 2.511
C -0.02139 -1.16935 -0.46322 0.932 3.684 -2.757
C 0.23578 -0.03829 -1.14328 1.332 -2.583 -1.544
O -0.34368 1.15923 -0.90981 -0.775 0.137 4.674
C -0.05949 1.20982 0.67102 -2.949 1.869 -0.107
O -0.42893 0.52649 1.59618 1.233 0.736 -3.251
H -0.28143 -1.80685 1.24977 1.365 -0.700 -0.102
H 0.84029 -0.07514 -2.04816 0.398 -0.108 0.538
H 0.19790 2.27713 0.78107 0.795 -0.450 0.037

=====

Record 2
115
Properties=species:S:1:pos:R:3:forces:R:3 method="wB97M-V/def2-TZVPD" total_charge=+1 multiplicity=6 lumo_energy_ev="-1.8905 / -3.9074"
Ir 1.83649 -0.41857 -1.33171 0.790 -0.022 -0.090
C 4.91839 -4.70775 1.80523 0.082 0.951 0.246
C 4.34497 -3.27515 1.85274 -1.170 -2.034 -0.104
O 4.66615 -2.60693 0.65427 0.444 1.640 -0.939
P 4.23646 -1.04289 0.61059 -0.530 -0.809 -0.758
S 2.19190 -1.00505 0.90071 0.133 0.265 0.365
S 4.44977 -0.36385 -1.28184 -0.091 0.050 0.721
O 4.98347 -0.36284 1.82895 0.125 0.113 -0.513
C 6.36260 -0.63756 2.26881 0.020 0.552 1.435
C 7.37341 -0.81476 1.16943 0.063 0.486 -0.379
H 4.73167 -5.18485 2.74867 -0.553 -0.400 0.399
H 5.99413 -4.75047 1.73486 0.505 0.530 -0.195
H 4.55890 -5.29552 0.98028 -0.535 -0.166 -0.259
H 4.74691 -2.74145 2.68795 0.065 0.259 0.674
H 3.21756 -3.28761 1.89475 1.063 -0.193 0.383
H 6.30190 -1.53333 2.90830 0.045 0.309 -0.315
H 6.61964 0.22704 2.95959 -0.424 -1.010 -0.982
H 6.95470 -1.34466 0.32888 -0.150 -0.348 -0.276
H 8.22447 -1.38931 1.50925 0.142 -0.143 0.277
H 7.75747 0.12718 0.78241 -0.120 0.130 0.075
O -4.33231 -0.43113 -2.95379 -0.832 -0.011 0.749
O -5.24357 -0.45086 -2.15569 0.841 0.020 -0.761
N 0.04647 2.18927 -1.60143 -0.350 -0.382 0.773
C -0.48662 3.01281 -2.52883 0.340 -0.308 0.829
C 0.30127 2.83960 -3.63435 -0.553 0.408 -1.780
C 1.24652 1.86112 -3.30931 1.038 -0.062 -1.010
N 1.09972 1.47633 -2.05307 -0.735 0.417 0.105
H -0.23682 2.04286 -0.64397 -0.375 0.188 0.343
H -1.35476 3.66525 -2.34225 0.727 -0.576 0.030
H 0.06731 3.32606 -4.59296 0.621 -0.409 0.573
H 2.06691 1.40344 -3.89287 -0.734 0.537 0.270
C 4.27462 -4.55399 -5.75363 -1.655 0.411 0.233
C 2.93215 -4.47413 -6.13989 -1.364 0.177 0.066
C 2.02892 -3.69191 -5.40510 2.953 -0.126 1.453
C 2.50841 -2.98374 -4.28379 -0.213 0.322 0.335
C 3.85255 -2.99118 -3.91103 0.253 -1.505 -1.292
C 4.69870 -3.87893 -4.62392 1.026 0.500 0.131
As 1.23815 -2.21418 -2.97657 0.212 -0.008 0.287
C 0.44012 -3.76828 -2.13273 1.027 1.347 -0.948
C 1.17098 -4.61272 -1.38652 0.547 -1.557 1.807
C 0.62982 -5.83219 -1.02328 -2.721 1.063 -1.066
C -0.70603 -6.08662 -1.40941 -0.481 -1.721 -0.092
C -1.45680 -5.24233 -2.21863 2.150 1.753 0.809
C -0.81789 -4.03952 -2.56554 -1.267 0.655 -2.342
C -1.25253 -3.03082 -3.65262 -1.899 -1.277 1.037
C -2.47052 -3.10561 -4.39007 1.495 0.104 0.926
C -2.69059 -2.20522 -5.39876 -1.656 -0.620 -0.436
C -1.72658 -1.25655 -5.73377 -1.120 -0.414 -0.441
C -0.59803 -1.14135 -5.00160 0.959 0.124 1.016
C -0.40006 -1.98889 -3.90275 0.675 0.171 -1.124
H 4.92390 -5.14931 -6.33879 0.712 -0.577 -0.243
H 2.46024 -5.07660 -6.93783 0.847 0.386 0.250
H 1.00818 -3.69550 -5.54394 -2.070 -0.127 -0.775
H 4.26628 -2.38037 -3.13533 -0.086 0.069 0.541
H 5.76288 -4.06411 -4.35166 -0.929 0.622 0.060
H 2.09190 -4.29677 -0.96737 1.060 0.114 0.058
H 1.00087 -6.55218 -0.37349 1.383 -0.882 0.934
H -1.14475 -7.07570 -1.11239 0.375 1.118 -0.184
H -2.46448 -5.30426 -2.48878 -1.324 -0.934 -0.306
H -3.17609 -3.87700 -4.16139 -0.355 -0.263 0.022
H -3.68466 -2.31092 -5.92011 1.385 0.433 0.265
H -1.87875 -0.67462 -6.60453 -0.113 0.703 -0.621
H 0.15840 -0.41347 -5.26419 0.017 0.058 -0.020
C -5.90782 3.69123 2.68703 -2.621 1.325 0.690
C -5.27922 3.41571 4.02978 1.235 -0.198 -0.176
C -3.72064 3.48595 3.90647 1.217 -0.568 -0.364
C -3.23450 3.16325 2.43433 0.070 -1.160 0.874
C -3.66189 4.35619 1.62049 -0.267 -1.472 -3.003
C -5.13057 4.72578 1.94813 1.175 1.534 -0.324
P -1.48941 2.42124 1.96190 -1.528 0.641 0.140
C -0.23386 3.21296 3.08711 1.250 -0.259 -1.075
C 1.19871 2.85846 2.52456 -0.929 -1.402 -0.349
C 1.53488 3.67853 1.31829 0.187 1.035 -0.172
C 1.49658 5.19373 1.61536 2.138 -0.326 -1.777
C 0.12133 5.52753 2.00480 -1.772 0.262 2.081
C -0.31524 4.74267 3.29548 0.917 -1.018 -0.855
C -1.52324 0.57737 2.47772 -0.630 0.761 -1.124
C -1.97733 -0.26298 1.24148 0.405 -0.284 -0.646
C -3.51250 -0.22315 0.96453 -0.201 2.471 0.109
C -4.27953 -0.71068 2.16039 -0.042 -2.550 -0.877
C -3.86933 0.02624 3.35801 -0.247 -0.277 2.447
C -2.34973 0.04645 3.62254 -0.980 0.803 0.090
H -7.01165 4.10829 2.82637 2.127 -1.109 -0.296
H -5.94939 2.80363 2.12849 -0.405 -1.342 -0.957
H -5.65735 2.51077 4.53666 0.315 0.236 -0.427
H -5.51945 4.23429 4.64263 -0.572 1.026 1.145
H -3.23015 2.83277 4.61621 -0.071 -0.494 0.243
H -3.29147 4.47355 4.20243 -0.709 -0.390 -0.404
H -3.82656 2.28831 2.06053 0.330 0.888 0.416
H -3.67454 3.94236 0.50783 0.461 1.314 1.804
H -2.97266 5.21211 1.74707 -0.391 -0.348 -0.314
H -5.61462 5.12506 1.05167 -0.113 -0.349 0.084
H -5.01533 5.58933 2.58648 -0.401 0.485 0.464
H -0.26196 2.66404 3.99217 -0.399 -0.226 1.383
H 1.26476 1.75838 2.27668 -0.199 0.907 0.140
H 1.93748 2.98578 3.28657 0.486 0.306 0.754
H 0.73129 3.52372 0.59852 0.164 -0.099 -0.346
H 2.48994 3.44608 0.85360 0.078 -0.407 0.029
H 1.80224 5.69511 0.64162 -0.529 -0.286 1.058
H 2.29886 5.51205 2.32543 -0.777 -0.353 -0.121
H -0.57721 5.27460 1.19670 0.067 0.415 0.046
H 0.03460 6.55904 2.34224 -0.196 0.341 -0.657
H -1.29193 4.99732 3.67417 -0.275 0.429 -0.041
H 0.43937 4.97632 4.05571 -0.231 0.092 0.134
H -0.45101 0.48667 2.62055 0.268 -0.613 0.196
H -1.57402 -1.32861 1.35881 -0.833 1.195 -0.094
H -1.50731 0.14000 0.33597 0.221 -0.135 0.071
H -3.81116 -0.73007 0.07945 0.194 -0.922 -0.755
H -3.89803 0.85463 0.69695 1.121 -1.504 0.613
H -4.02666 -1.79881 2.24109 0.045 0.548 0.252
H -5.35926 -0.75849 2.02577 -0.125 0.502 -0.151
H -4.25336 -0.43935 4.29774 -0.141 0.066 -0.711
H -4.38453 0.98284 3.34471 0.551 0.364 0.090
H -2.05506 -0.96918 3.83772 0.200 -0.545 -0.058
H -2.27492 0.56351 4.55888 0.647 0.592 0.494

=====

Record 3
58
Properties=species:S:1:pos:R:3:forces:R:3 method="wB97M-V/def2-TZVPD" e_above_lowest_kcal_mol=22.2 total_charge=0 lumo_energy_ev=0.3406
C 2.36190 0.67043 3.83933 0.179 -0.058 -0.142
C 3.41718 0.98139 2.78395 -0.095 0.216 0.053
C 2.98453 2.06174 1.79171 -0.028 -0.327 -0.148
C 1.88437 1.57391 0.83517 0.143 0.131 0.174
N 1.33718 2.54088 -0.08902 -0.057 0.044 0.093
C 2.16932 2.91637 -1.21568 0.023 0.115 -0.041
C 3.07227 4.14553 -1.04992 -0.182 -0.264 0.012
C 0.57543 3.60723 0.52636 -0.155 0.054 -0.224
C -0.50970 4.13591 -0.42529 0.055 -0.043 0.375
N -1.30686 3.04869 -0.94114 0.356 0.280 -0.291
C -2.34939 2.55102 -0.25426 -0.288 -0.486 -0.506
O -2.87323 3.08684 0.69904 -0.130 0.146 0.431
C -2.83922 1.20801 -0.82606 -0.005 0.279 -0.019
N -1.85498 0.16774 -0.61082 -0.334 0.048 0.354
C -0.81492 -0.02313 -1.42858 0.248 -0.435 0.255
O -0.58237 0.64733 -2.41995 0.121 0.139 -0.371
C 0.07695 -1.20299 -1.01785 0.137 0.482 0.069
N -0.61599 -2.47216 -1.12972 -0.125 -0.013 0.418
C -0.51003 -3.19872 -2.27925 -0.121 -0.695 -0.595
C -1.11130 -4.39532 -2.43411 0.277 0.354 -0.161
C -1.88402 -4.93954 -1.36532 -0.108 0.173 0.430
C -2.51794 -6.18688 -1.44353 -0.023 -0.036 0.013
C -3.25199 -6.66397 -0.38385 0.052 -0.011 -0.132
C -3.37895 -5.91326 0.78569 0.009 0.103 0.112
C -2.76788 -4.68599 0.88397 0.016 0.048 0.036
C -2.01422 -4.18626 -0.18339 -0.152 -0.429 -0.187
C -1.38721 -2.88079 -0.05697 0.135 0.172 -0.031
O -1.50952 -2.14773 0.92089 -0.033 -0.045 0.254
H 2.07663 1.57645 4.36955 -0.072 0.084 0.089
H 1.47000 0.23826 3.39346 -0.140 -0.045 0.029
H 2.75366 -0.04053 4.56336 -0.053 -0.064 0.105
H 4.32604 1.31892 3.28845 0.043 -0.091 -0.051
H 3.66540 0.06868 2.23631 0.103 -0.035 -0.013
H 3.85564 2.36248 1.20635 -0.013 0.105 -0.016
H 2.62649 2.93450 2.34141 0.025 0.113 0.006
H 2.27831 0.74148 0.24290 -0.001 -0.088 0.060
H 1.04401 1.19497 1.42496 0.027 -0.098 0.002
H 2.78922 2.05028 -1.45753 -0.064 -0.013 -0.084
H 1.51085 3.08849 -2.07521 0.115 -0.047 -0.094
H 2.48333 5.05424 -0.95380 -0.011 0.140 0.019
H 3.71236 4.05547 -0.17662 0.076 0.045 0.081
H 3.70300 4.24310 -1.93023 0.072 0.073 -0.090
H 1.19359 4.45311 0.86536 -0.040 -0.036 0.058
H 0.07197 3.18789 1.40070 0.011 0.057 0.030
H -0.06943 4.67381 -1.26609 -0.024 0.053 0.027
H -1.17156 4.80619 0.12750 0.122 0.039 -0.122
H -0.87274 2.45820 -1.64133 -0.150 -0.079 0.061
H -3.76861 0.92630 -0.33155 0.101 0.093 -0.045
H -3.00297 1.31697 -1.90226 -0.044 -0.046 0.103
H -1.92098 -0.40435 0.22741 0.100 -0.006 -0.171
H 0.95840 -1.21006 -1.66009 -0.142 0.005 0.056
H 0.37413 -1.07051 0.02655 0.035 -0.041 -0.162
H 0.08697 -2.74932 -3.05837 0.028 0.041 -0.018
H -1.00851 -4.94496 -3.35480 0.070 0.012 -0.127
H -2.41956 -6.76719 -2.34931 0.000 -0.061 -0.081
H -3.73618 -7.62693 -0.45430 -0.030 -0.075 -0.025
H -3.95887 -6.29914 1.61021 -0.040 -0.013 0.075
H -2.84999 -4.08311 1.77558 -0.019 0.036 0.068

=====

Record 4
14
Properties=species:S:1:pos:R:3:forces:R:3 method="wB97M-V/def2-TZVPD" e_above_lowest_kcal_mol=71.7 total_charge=0 lumo_energy_ev=0.6356
C 1.48039 -0.06591 0.37368 -0.293 2.225 3.107
C 0.02995 0.35888 0.14336 3.639 -0.308 -0.840
C -0.76186 1.40678 -0.18548 0.923 -3.389 0.964
C -1.89316 -0.30334 -0.11908 -2.542 -1.187 -0.959
H 3.37794 -0.49472 -0.19110 -3.190 -0.522 -2.093
H 2.04683 -1.50931 -0.80995 1.199 1.077 -0.367
H 1.82713 0.94187 0.76257 0.569 -1.308 -0.159
H 1.45575 -0.83194 1.31981 0.065 1.809 -2.168
H -0.61252 2.37289 -0.31157 1.272 4.158 -0.415
H -3.67068 -0.40394 0.13722 2.392 -3.484 -1.718
N 2.36451 -0.50787 -0.72793 1.307 -1.028 2.449
N -2.01401 0.93593 -0.33367 -1.530 1.086 -0.224
O -2.91075 -1.15274 -0.20145 -3.423 2.723 2.110
O -0.71952 -0.74656 0.14360 -0.387 -1.852 0.313

=====

Record 5
9
Properties=species:S:1:pos:R:3:forces:R:3 method="wB97M-V/def2-TZVPD" e_above_lowest_kcal_mol=21.6 total_charge=-2 lumo_energy_ev="7.9764 / 7.9438"
C -0.09981 -0.32262 -0.12053 -0.218 0.268 0.285
N -3.18998 0.48384 -0.11452 -1.732 -0.740 0.581
N 1.12068 0.18510 0.55324 -0.645 0.873 0.424
O -4.22691 -0.12548 0.35296 1.228 0.813 -0.605
O 2.38367 -0.16269 -0.03949 -0.970 0.438 -0.001
H -0.62672 0.62351 -0.35888 -0.872 -1.099 0.381
H 0.11079 -0.72125 -1.11030 0.338 -0.518 -0.161
H -0.74314 -1.06712 0.49070 0.984 1.230 -0.957
H 0.84413 1.21473 0.47027 1.887 -1.264 0.053

=====

Let's list E_tot in order: -8740.176; -160650.469; -34368.743; -11317.932; -8168.680 eV.